The molecule C16H22O11 at a distorted geometry, computed with wB97M-V/def2-TZVPD.

Calculated values
Relative energy (zero: lowest compared OMol25 entry of this formula, charge and spin) ... 0.0 kJ/mol
Frontier orbital gap ... 10.133 eV
Max |F| ... 3.5 eV Å⁻¹
Structure (SMILES) ... CC(=O)O[C@@]1(C(C)=O)O[C@H](CO)[C@@H](O)[C@@](O)(C(C)=O)[C@]1(OC(C)=O)C(C)=O
Net charge ... 0
Highest occupied orbital energy ... -9.885 eV

Each atom is followed by the atoms it is bonded to, with distances in Å.
Positions of all 49 atoms, in Å:
1 C -2.012 2.380 -2.485  C2 1.518, H28 1.083, H29 1.102, H30 1.081
2 C -0.918 1.335 -2.360  C1 1.518, O3 1.191, O4 1.359
3 O -0.268 1.123 -3.335  C2 1.191
4 O -0.782 0.759 -1.136  C2 1.359, C5 1.466
5 C 0.209 -0.290 -0.871  O4 1.466, C6 1.589, O9 1.464, C20 1.589
6 C 0.049 -1.516 -1.869  C5 1.589, C7 1.518, O8 1.222
7 C 1.215 -2.010 -2.705  C6 1.518, H31 1.084, H32 1.104, H33 1.100
8 O -1.050 -1.861 -2.277  C6 1.222
9 O 1.460 0.427 -1.124  C5 1.464, C10 1.441
10 C 1.780 1.559 -0.291  O9 1.441, C11 1.532, C13 1.556, H34 1.088
11 C 3.167 2.084 -0.677  C10 1.532, O12 1.424, H35 1.082, H36 1.067
12 O 3.021 2.727 -1.939  C11 1.424, H37 0.981
13 C 1.685 1.141 1.204  C10 1.556, O14 1.416, C15 1.580, H38 1.126
14 O 1.937 2.271 2.020  C13 1.416, H39 0.995
15 C 0.331 0.432 1.602  C13 1.580, O16 1.435, C17 1.586, C20 1.569
16 O 0.574 -0.057 2.929  C15 1.435, H40 0.995
17 C -0.877 1.459 1.634  C15 1.586, C18 1.555, O19 1.226
18 C -2.154 1.172 2.474  C17 1.555, H41 1.108, H42 1.111, H43 1.092
19 O -0.660 2.606 1.261  C17 1.226
20 C 0.043 -0.770 0.635  C5 1.589, C15 1.569, O21 1.455, C25 1.548
21 O -1.353 -1.117 0.860  C20 1.455, C22 1.367
22 C -1.950 -2.259 0.403  O21 1.367, C23 1.493, O24 1.222
23 C -3.432 -2.347 0.239  C22 1.493, H44 1.107, H45 1.082, H46 1.115
24 O -1.345 -3.298 0.188  C22 1.222
25 C 1.050 -1.908 0.930  C20 1.548, C26 1.527, O27 1.229
26 C 0.875 -2.893 2.083  C25 1.527, H47 1.094, H48 1.084, H49 1.093
27 O 2.121 -1.896 0.326  C25 1.229
28 H -1.860 3.202 -1.796  C1 1.083
29 H -2.987 1.925 -2.245  C1 1.102
30 H -2.015 2.812 -3.476  C1 1.081
31 H 2.132 -1.838 -2.154  C7 1.084
32 H 1.113 -3.092 -2.903  C7 1.104
33 H 1.247 -1.523 -3.690  C7 1.100
34 H 1.041 2.336 -0.473  C10 1.088
35 H 3.564 2.813 0.018  C11 1.082
36 H 3.840 1.262 -0.768  C11 1.067
37 H 2.488 2.200 -2.572  O12 0.981
38 H 2.521 0.405 1.367  C13 1.126
39 H 1.252 2.961 1.807  O14 0.995
40 H 1.121 0.596 3.443  O16 0.995
41 H -2.977 0.983 1.757  C18 1.108
42 H -2.026 0.250 3.081  C18 1.111
43 H -2.348 1.997 3.163  C18 1.092
44 H -3.734 -3.370 -0.056  C23 1.107
45 H -3.923 -2.125 1.178  C23 1.082
46 H -3.716 -1.616 -0.554  C23 1.115
47 H -0.097 -2.828 2.579  C26 1.094
48 H 1.627 -2.682 2.834  C26 1.084
49 H 1.021 -3.921 1.741  C26 1.093

Here are the Mulliken charges for atoms 1 to 4, given in e: atom 1 (C): -1.2937, atom 2 (C): 0.7465, atom 3 (O): -0.5027, atom 4 (O): -0.1741